[1]
One molecule with the formula C4H6O2 in a non-equilibrium geometry. Source: OMol25; level of theory: ωB97M-V/def2-TZVPD.

The calculation puts the total energy at -306.4110 hartree. The value obtained for the frontier orbital gap is 9.71 eV. For the max |F|, the calculation gives 0.0668 hartree/bohr. The value obtained for the energy above the lowest of the compared OMol25 structures with the same formula, charge and spin is 59.82 kcal per mole.

Atoms and positions in Å:
C (-1.141, -0.101, -1.476)
C (-0.609, -0.497, -0.014)
O (-0.474, -1.681, -0.217)
C (0.265, -0.034, 1.261)
C (1.462, 0.799, 0.842)
O (1.655, 1.933, 1.204)
H (-0.847, 0.897, -1.727)
H (-2.224, -0.263, -1.501)
H (-0.724, -0.788, -2.261)
H (-0.206, 0.462, 2.120)
H (0.662, -1.010, 1.601)
H (2.179, 0.284, 0.169)

---

[2]
C40H34NO3S as an isolated structure in a non-equilibrium geometry. Source: OMol25; level of theory: ωB97M-V/def2-TZVPD.

The calculation puts the total energy at -2223.2177 hartree. The value obtained for the frontier orbital gap is 5.08 eV. For the max |F|, the calculation gives 0.1159 hartree/bohr. The value obtained for the energy above the lowest of the compared OMol25 structures with the same formula, charge and spin is 29.20 kcal per mole. The total charge is -1.

Atoms and positions in Å:
C (-6.924, 0.034, -2.012)
N (-5.892, 0.894, -1.464)
C (-6.399, 2.111, -0.851)
C (-4.613, 0.412, -1.168)
C (-3.509, 0.744, -1.994)
C (-2.230, 0.386, -1.631)
C (-1.945, -0.288, -0.386)
C (-0.618, -0.470, 0.072)
C (0.387, 0.445, -0.314)
C (1.736, 0.054, -0.618)
C (2.756, 0.957, -0.779)
C (4.116, 0.543, -1.175)
C (4.285, -0.499, -2.113)
C (5.556, -0.855, -2.566)
C (6.694, -0.232, -2.037)
C (6.544, 0.771, -1.070)
C (5.271, 1.162, -0.660)
C (2.471, 2.400, -0.549)
O (3.372, 3.205, -0.248)
C (1.046, 2.805, -0.669)
C (0.668, 4.188, -0.992)
C (-0.576, 4.450, -1.623)
C (-0.941, 5.750, -1.975)
C (-0.099, 6.828, -1.669)
C (1.127, 6.588, -1.033)
C (1.508, 5.284, -0.719)
C (0.091, 1.849, -0.438)
C (-3.094, -0.697, 0.364)
C (-4.379, -0.375, -0.016)
H (-6.464, -0.846, -2.477)
H (-7.630, -0.293, -1.232)
H (-7.489, 0.592, -2.770)
H (-5.572, 2.678, -0.409)
H (-6.893, 2.726, -1.616)
H (-7.141, 1.883, -0.069)
H (-3.699, 1.312, -2.907)
H (-1.401, 0.656, -2.284)
H (-0.365, -1.254, 0.906)
H (1.942, -1.014, -0.733)
H (3.400, -0.999, -2.511)
H (5.656, -1.623, -3.335)
H (7.689, -0.526, -2.374)
H (7.418, 1.259, -0.637)
H (5.154, 1.972, 0.058)
H (-1.237, 3.614, -1.866)
H (-1.887, 5.919, -2.492)
H (-0.394, 7.846, -1.927)
H (1.795, 7.413, -0.783)
H (2.476, 5.093, -0.262)
H (-0.944, 2.163, -0.285)
H (-2.937, -1.226, 1.304)
H (-5.233, -0.682, 0.594)
C (4.877, -4.142, 0.583)
C (3.882, -4.924, 1.181)
C (2.774, -4.319, 1.780)
C (2.675, -2.926, 1.797)
S (1.275, -2.123, 2.614)
C (-0.162, -2.334, 1.542)
C (-1.350, -2.742, 2.356)
C (-2.267, -3.677, 1.831)
C (-3.454, -3.977, 2.506)
C (-3.733, -3.373, 3.736)
C (-2.836, -2.435, 4.262)
C (-1.673, -2.099, 3.568)
O (1.121, -2.841, 3.856)
O (1.567, -0.703, 2.608)
C (3.701, -2.142, 1.258)
C (4.801, -2.751, 0.655)
H (5.712, -4.616, 0.066)
H (3.969, -6.011, 1.185)
H (1.987, -4.919, 2.235)
H (0.141, -3.118, 0.843)
H (-2.030, -4.146, 0.874)
H (-4.153, -4.691, 2.067)
H (-4.640, -3.632, 4.286)
H (-3.032, -1.961, 5.226)
H (-1.025, -1.322, 3.978)
H (3.626, -1.058, 1.310)
H (5.594, -2.126, 0.242)

---

[3]
C12H36BeNO15 as an isolated structure in a non-equilibrium geometry. Source: OMol25; level of theory: ωB97M-V/def2-TZVPD.

The calculation puts the total energy at -1675.6105 hartree. The value obtained for the frontier orbital gap is 6.42 eV. For the max |F|, the calculation gives 0.2424 hartree/bohr. The value obtained for the energy above the lowest of the compared OMol25 structures with the same formula, charge and spin is 477.89 kcal per mole. The total charge is +1.

Atoms and positions in Å:
Be (-10.589, 15.271, -21.810)
N (-10.471, 12.552, -21.074)
O (-11.549, 12.136, -21.349)
O (-9.812, 11.900, -20.274)
O (-10.019, 13.571, -21.562)
C (-7.902, 16.121, -22.559)
C (-8.101, 14.619, -22.782)
O (-9.386, 14.308, -23.344)
O (-8.952, 16.676, -21.676)
H (-7.858, 16.601, -23.536)
H (-6.934, 16.351, -22.114)
H (-7.920, 14.086, -21.848)
H (-7.370, 14.266, -23.509)
H (-9.310, 13.380, -23.576)
H (-8.914, 17.603, -21.925)
C (-8.120, 13.260, -19.720)
C (-7.162, 14.261, -19.105)
O (-5.942, 14.364, -19.751)
O (-9.045, 12.817, -18.696)
H (-7.661, 12.322, -20.033)
H (-8.623, 13.743, -20.558)
H (-6.906, 14.006, -18.077)
H (-7.580, 15.258, -18.968)
H (-5.449, 13.556, -19.586)
H (-9.786, 12.452, -19.186)
C (-9.246, 12.084, -23.439)
C (-9.726, 11.165, -24.580)
O (-10.821, 10.339, -24.161)
O (-8.179, 12.895, -23.854)
H (-8.943, 11.618, -22.501)
H (-10.033, 12.807, -23.220)
H (-8.832, 10.603, -24.852)
H (-9.894, 11.822, -25.433)
H (-10.428, 9.846, -23.437)
H (-7.493, 12.449, -24.356)
C (-9.598, 9.508, -19.791)
C (-11.117, 9.433, -20.041)
O (-11.710, 10.622, -19.633)
O (-9.065, 10.146, -20.899)
H (-9.195, 8.507, -19.638)
H (-9.476, 10.035, -18.845)
H (-11.559, 8.620, -19.466)
H (-11.383, 9.164, -21.063)
H (-11.372, 11.352, -20.158)
H (-9.274, 11.070, -20.744)
C (-13.561, 11.156, -22.290)
C (-13.001, 11.702, -23.684)
O (-11.643, 12.053, -23.701)
O (-13.541, 12.104, -21.277)
H (-13.009, 10.269, -21.980)
H (-14.580, 10.825, -22.492)
H (-13.580, 12.555, -24.037)
H (-13.166, 11.037, -24.532)
H (-11.097, 11.369, -24.095)
H (-12.649, 12.317, -20.992)
C (-10.120, 14.984, -19.176)
C (-11.454, 14.307, -19.426)
O (-12.103, 14.938, -20.547)
O (-9.354, 15.274, -20.356)
H (-9.495, 14.441, -18.467)
H (-10.267, 15.973, -18.742)
H (-12.050, 14.452, -18.524)
H (-11.307, 13.246, -19.622)
H (-12.915, 15.347, -20.240)
H (-8.694, 15.921, -20.095)